{
  "formula": "C40H61ClIN5O4P",
  "method": "the ωB97M-V functional and the def2-TZVPD basis",
  "total_energy_ev": -88017.3174,
  "lumo_energy_ev": -2.854,
  "e_homo_ev": -10.24,
  "homo_lumo_gap_ev": 7.383,
  "total_charge": 1,
  "symbols": ["C", "C", "C", "O", "O", "C", "C", "C", "C", "C", "C", "N", "N", "N", "N", "P", "O", "Cl", "C", "C", "C", "C", "C", "C", "C", "C", "I", "C", "C", "C", "C", "C", "C", "C", "C", "C", "N", "C", "C", "O", "H", "H", "H", "H", "H", "H", "H", "H", "H", "H", "H", "H", "H", "H", "H", "H", "H", "H", "H", "H", "H", "H", "H", "H", "H", "H", "H", "H", "H", "H", "H", "H", "H", "H", "H", "H", "H", "H", "H", "H", "H", "H", "H", "H", "H", "H", "H", "H", "H", "C", "C", "C", "C", "C", "C", "H", "H", "H", "H", "H", "H", "C", "C", "C", "C", "C", "C", "H", "H", "H", "H", "H", "H"],
  "xyz": [[0.99, -4.29, 1.54], [-0.25, -4.01, 2.40], [-1.33, -3.25, 1.69], [-2.32, -3.78, 1.26], [-1.19, -1.88, 1.55], [-0.23, -1.47, 0.57], [-0.71, -0.14, -0.01], [0.17, 1.11, 0.11], [1.01, 1.25, 1.36], [0.38, 1.03, 2.73], [1.23, 0.19, 3.71], [1.15, -1.21, 3.31], [2.65, 0.47, 3.80], [0.69, 0.51, 5.04], [1.73, 2.61, 1.07], [1.22, 4.25, 1.83], [-0.32, 3.89, 2.15], [2.06, 3.87, 3.64], [2.00, 2.63, -0.43], [1.43, 3.89, -1.12], [2.14, 4.58, -2.10], [1.60, 5.67, -2.75], [0.33, 6.13, -2.43], [-0.40, 5.46, -1.48], [0.15, 4.35, -0.84], [3.54, 2.72, -0.56], [4.64, 1.12, 0.43], [4.14, 4.00, 0.04], [5.61, 4.22, -0.35], [1.19, 1.38, -1.05], [0.49, 1.65, -2.41], [-1.01, 1.98, -2.49], [1.96, 0.05, -1.24], [3.00, 0.01, -2.38], [4.05, -1.10, -2.21], [5.43, -0.68, -2.71], [6.48, -1.55, -2.15], [7.80, -1.07, -2.19], [8.08, 0.23, -1.48], [8.68, -1.72, -2.72], [1.63, -3.42, 1.43], [0.69, -4.66, 0.56], [1.58, -5.08, 2.00], [0.05, -3.52, 3.33], [-0.70, -4.96, 2.67], [-0.21, -2.21, -0.23], [0.77, -1.44, 1.01], [-1.67, 0.08, 0.45], [-0.93, -0.30, -1.07], [-0.54, 1.93, 0.19], [1.85, 0.55, 1.32], [-0.54, 0.47, 2.55], [0.08, 1.93, 3.25], [0.24, -1.58, 3.57], [1.82, -1.72, 3.89], [2.88, 1.44, 3.69], [3.15, -0.04, 3.08], [1.26, 0.05, 5.74], [-0.27, 0.20, 5.14], [2.61, 2.48, 1.58], [-0.90, 4.62, 1.90], [3.14, 4.28, -2.41], [2.18, 6.18, -3.50], [-0.06, 7.00, -2.94], [-1.40, 5.78, -1.24], [-0.47, 3.83, -0.13], [3.86, 2.62, -1.59], [4.10, 3.92, 1.13], [3.53, 4.86, -0.22], [5.79, 5.28, -0.55], [5.89, 3.65, -1.23], [6.28, 3.95, 0.46], [0.59, 0.73, -2.98], [1.06, 2.36, -3.01], [-1.60, 1.09, -2.68], [-1.42, 2.46, -1.61], [-1.20, 2.65, -3.33], [2.43, -0.32, -0.33], [1.21, -0.70, -1.51], [3.45, 0.98, -2.58], [2.44, -0.23, -3.29], [4.16, -1.34, -1.15], [3.75, -1.97, -2.78], [5.46, -0.75, -3.80], [5.64, 0.36, -2.46], [6.50, -2.43, -2.64], [7.73, 1.07, -2.08], [7.56, 0.24, -0.52], [9.15, 0.29, -1.31], [-7.40, -5.66, 0.00], [-6.35, -4.81, 0.32], [-5.15, -5.32, 0.78], [-4.99, -6.70, 0.91], [-6.04, -7.55, 0.60], [-7.25, -7.03, 0.14], [-8.34, -5.26, -0.35], [-6.48, -3.74, 0.21], [-4.33, -4.66, 1.03], [-4.05, -7.10, 1.27], [-5.92, -8.62, 0.70], [-8.06, -7.70, -0.10], [-8.52, -0.33, 0.89], [-7.54, -0.74, 0.00], [-7.89, -1.21, -1.26], [-9.23, -1.26, -1.63], [-10.21, -0.85, -0.74], [-9.86, -0.39, 0.52], [-8.25, 0.03, 1.88], [-6.49, -0.69, 0.29], [-7.12, -1.53, -1.95], [-9.50, -1.63, -2.61], [-11.25, -0.90, -1.02], [-10.63, -0.08, 1.22]]
}


{
  "formula": "C45H105N15O15",
  "method": "the ωB97M-V functional and the def2-TZVPD basis",
  "total_energy_ev": -101431.6139,
  "lumo_energy_ev": 0.095,
  "e_homo_ev": -8.91,
  "homo_lumo_gap_ev": 9.008,
  "symbols": ["C", "O", "N", "C", "C", "H", "H", "H", "H", "H", "H", "H", "C", "O", "N", "C", "C", "H", "H", "H", "H", "H", "H", "H", "C", "O", "N", "C", "C", "H", "H", "H", "H", "H", "H", "H", "C", "O", "N", "C", "C", "H", "H", "H", "H", "H", "H", "H", "C", "O", "N", "C", "C", "H", "H", "H", "H", "H", "H", "H", "C", "O", "N", "C", "C", "H", "H", "H", "H", "H", "H", "H", "C", "O", "N", "C", "C", "H", "H", "H", "H", "H", "H", "H", "C", "O", "N", "C", "C", "H", "H", "H", "H", "H", "H", "H", "C", "O", "N", "C", "C", "H", "H", "H", "H", "H", "H", "H", "C", "O", "N", "C", "C", "H", "H", "H", "H", "H", "H", "H", "C", "O", "N", "C", "C", "H", "H", "H", "H", "H", "H", "H", "C", "O", "N", "C", "C", "H", "H", "H", "H", "H", "H", "H", "C", "O", "N", "C", "C", "H", "H", "H", "H", "H", "H", "H", "C", "O", "N", "C", "C", "H", "H", "H", "H", "H", "H", "H", "C", "O", "N", "C", "C", "H", "H", "H", "H", "H", "H", "H"],
  "xyz": [[-5.73, 2.31, 0.38], [-6.67, 3.01, 0.12], [-5.70, 0.96, 0.32], [-4.58, 0.24, 0.77], [-6.83, 0.18, -0.09], [-4.76, 2.75, 0.67], [-3.72, 0.89, 0.91], [-4.22, -0.47, 0.01], [-4.76, -0.37, 1.66], [-6.76, -0.06, -1.16], [-6.88, -0.75, 0.47], [-7.77, 0.72, 0.04], [4.79, -2.41, -0.38], [3.71, -2.14, 0.03], [5.24, -3.64, -0.44], [6.51, -3.96, -1.00], [4.54, -4.76, 0.14], [5.48, -1.72, -0.87], [7.00, -3.11, -1.45], [6.40, -4.75, -1.75], [7.15, -4.37, -0.20], [3.54, -4.51, 0.49], [4.38, -5.58, -0.56], [5.09, -5.15, 1.01], [5.63, 4.05, -0.01], [6.09, 4.42, -1.03], [4.37, 4.20, 0.38], [3.99, 3.85, 1.71], [3.28, 4.36, -0.55], [6.28, 3.55, 0.73], [4.50, 4.38, 2.51], [4.18, 2.77, 1.84], [2.95, 4.05, 1.96], [3.15, 3.40, -1.08], [2.34, 4.53, -0.04], [3.44, 5.07, -1.35], [7.22, 0.74, 1.25], [7.07, 0.07, 0.24], [6.25, 0.99, 2.16], [6.54, 1.78, 3.34], [5.05, 0.16, 2.15], [8.17, 1.27, 1.42], [7.17, 2.64, 3.12], [7.05, 1.16, 4.08], [5.61, 2.15, 3.78], [4.87, -0.30, 1.19], [5.27, -0.59, 2.92], [4.12, 0.68, 2.40], [-0.95, 4.20, 2.10], [0.06, 4.32, 1.48], [-1.43, 3.04, 2.65], [-0.64, 1.86, 2.64], [-2.68, 3.01, 3.40], [-1.61, 5.07, 2.21], [-1.30, 1.07, 2.24], [-0.24, 1.61, 3.62], [0.14, 1.96, 1.90], [-2.49, 2.82, 4.46], [-3.19, 3.97, 3.40], [-3.34, 2.28, 2.93], [0.00, 4.06, -1.84], [0.80, 3.39, -2.45], [-0.33, 5.30, -2.20], [-0.85, 6.20, -1.23], [0.06, 5.84, -3.42], [-0.55, 3.73, -0.96], [-0.15, 7.03, -1.10], [-1.00, 5.72, -0.27], [-1.78, 6.65, -1.58], [-0.78, 5.91, -4.12], [0.38, 6.87, -3.24], [0.83, 5.26, -3.91], [-5.64, -5.37, 1.02], [-5.09, -5.75, 0.07], [-5.40, -4.22, 1.63], [-6.22, -3.86, 2.82], [-4.58, -3.14, 0.95], [-6.46, -5.95, 1.48], [-5.84, -2.97, 3.29], [-6.34, -4.72, 3.49], [-7.27, -3.65, 2.53], [-4.36, -2.41, 1.72], [-3.61, -3.53, 0.64], [-5.22, -2.64, 0.22], [0.30, -0.89, 0.76], [-0.75, -1.34, 1.10], [0.40, 0.11, -0.10], [1.62, 0.65, -0.45], [-0.76, 0.59, -0.76], [1.31, -1.22, 1.01], [1.85, 0.58, -1.51], [2.43, 0.24, 0.15], [1.64, 1.73, -0.22], [-0.87, 1.68, -0.73], [-0.83, 0.32, -1.82], [-1.64, 0.25, -0.23], [-3.81, -3.24, -3.76], [-4.49, -2.32, -4.09], [-2.60, -3.15, -3.19], [-1.74, -4.25, -3.20], [-1.98, -1.90, -2.91], [-4.13, -4.28, -3.89], [-1.13, -4.29, -4.11], [-2.23, -5.19, -2.96], [-1.03, -4.12, -2.36], [-1.05, -1.77, -3.46], [-2.64, -1.10, -3.24], [-1.81, -1.84, -1.83], [1.15, 0.24, -4.27], [0.51, -0.72, -4.39], [2.37, 0.30, -3.81], [3.12, -0.85, -3.45], [3.05, 1.57, -3.74], [0.74, 1.24, -4.48], [2.55, -1.74, -3.74], [3.22, -0.94, -2.36], [4.11, -0.86, -3.90], [3.34, 1.78, -2.71], [3.99, 1.52, -4.30], [2.41, 2.36, -4.13], [-0.93, -3.85, 3.45], [-0.14, -4.77, 3.63], [-1.26, -2.94, 4.38], [-2.20, -1.86, 4.19], [-0.74, -3.07, 5.73], [-1.33, -3.62, 2.44], [-3.15, -2.04, 4.72], [-2.44, -1.73, 3.14], [-1.72, -0.98, 4.61], [-0.20, -2.17, 6.03], [-1.54, -3.36, 6.41], [-0.01, -3.87, 5.76], [-1.48, 3.32, -5.09], [-1.71, 4.07, -5.99], [-2.23, 2.27, -4.77], [-1.88, 1.42, -3.65], [-3.30, 1.80, -5.58], [-0.59, 3.40, -4.46], [-1.10, 1.85, -3.01], [-1.55, 0.44, -3.99], [-2.74, 1.35, -2.96], [-4.22, 1.65, -5.01], [-3.58, 2.58, -6.29], [-3.05, 0.87, -6.09], [4.10, -2.12, 5.28], [4.32, -0.96, 5.65], [3.27, -2.47, 4.27], [3.15, -3.81, 3.86], [2.59, -1.46, 3.54], [4.57, -2.99, 5.76], [3.65, -4.55, 4.47], [3.50, -3.91, 2.83], [2.09, -4.10, 3.87], [2.76, -0.46, 3.93], [2.84, -1.43, 2.48], [1.51, -1.66, 3.68], [1.06, -6.67, 0.76], [1.28, -7.80, 0.49], [1.19, -5.63, -0.11], [0.96, -4.30, 0.29], [1.52, -5.82, -1.51], [0.75, -6.28, 1.75], [1.78, -3.60, 0.06], [0.97, -4.19, 1.39], [0.04, -3.79, -0.03], [2.01, -6.78, -1.66], [0.61, -5.74, -2.10], [2.25, -5.07, -1.86], [-3.38, 3.74, -1.69], [-2.89, 2.96, -0.93], [-3.97, 4.89, -1.40], [-4.67, 5.61, -2.39], [-4.08, 5.39, -0.03], [-3.54, 3.49, -2.75], [-5.72, 5.78, -2.18], [-4.63, 5.05, -3.33], [-4.11, 6.52, -2.65], [-3.77, 6.44, 0.01], [-5.11, 5.25, 0.30], [-3.42, 4.84, 0.65]]
}


{
  "formula": "C7H14N2",
  "method": "the ωB97M-V functional and the def2-TZVPD basis",
  "total_energy_ev": -10465.8264,
  "lumo_energy_ev": 0.882,
  "e_homo_ev": -8.55,
  "homo_lumo_gap_ev": 9.431,
  "symbols": ["C", "C", "C", "N", "C", "N", "H", "H", "H", "H", "H", "H", "C", "C", "C", "H", "H", "H", "H", "H", "H", "H", "H"],
  "xyz": [[-0.09, -2.10, -0.55], [-0.27, -1.48, 0.80], [-1.43, -1.10, 1.42], [-1.15, -0.95, 2.74], [0.14, -1.27, 2.91], [0.69, -1.61, 1.77], [0.74, -2.78, -0.57], [-0.04, -1.37, -1.35], [-0.99, -2.69, -0.76], [-2.32, -0.68, 0.96], [-1.78, -0.46, 3.35], [0.62, -1.36, 3.87], [-0.06, 2.23, -1.50], [0.55, 1.95, -2.83], [1.52, 3.04, -3.29], [-0.39, 3.28, -1.40], [0.60, 2.24, -0.62], [-0.95, 1.70, -1.20], [1.08, 1.00, -2.91], [-0.17, 1.95, -3.65], [1.03, 4.02, -3.33], [2.37, 3.19, -2.61], [1.95, 2.84, -4.27]]
}